The following is a DFT calculation (wB97M-V/def2-TZVPD) of 11 unconnected molecules or ions with the total composition C35H76N7O15 in a non-equilibrium geometry.

Properties
* total charge: -1
* HOMO-LUMO gap: 0.29723 hartree
* maximum force: 2.19 eV Å⁻¹
* HOMO energy: -0.224 Ha

Last column: Löwdin charge in e.
Element x y z (Å)
C 17.15 -20.13 -23.19  0.00
C 17.29 -18.68 -23.70  -0.72
O 18.43 -18.15 -23.77  -0.06
O 16.21 -18.11 -24.03  -0.11
H 16.49 -20.09 -22.32  0.06
H 18.12 -20.48 -22.88  0.05
H 16.66 -20.73 -23.95  0.05
C 23.04 -15.80 -25.65  -0.37
O 23.64 -16.64 -25.01  0.01
N 21.76 -15.86 -26.05  -0.18
C 20.80 -16.80 -25.50  -0.03
C 21.19 -14.87 -26.95  -0.05
H 23.53 -14.90 -26.05  0.13
H 20.24 -16.35 -24.67  0.09
H 21.34 -17.64 -25.06  0.08
H 20.12 -17.23 -26.23  0.08
H 20.40 -15.27 -27.58  0.08
H 20.66 -14.15 -26.30  0.08
H 21.97 -14.41 -27.55  0.08
C 17.46 -24.85 -20.31  -0.35
O 18.60 -24.44 -20.21  0.01
N 16.62 -24.53 -21.31  -0.18
C 15.30 -25.15 -21.44  -0.05
C 16.96 -23.61 -22.37  -0.05
H 17.04 -25.57 -19.60  0.13
H 15.44 -25.81 -22.30  0.09
H 14.55 -24.43 -21.77  0.07
H 14.99 -25.69 -20.55  0.08
H 16.25 -22.81 -22.59  0.07
H 17.96 -23.21 -22.29  0.08
H 17.02 -24.23 -23.28  0.08
C 17.45 -17.19 -27.18  -0.34
O 17.44 -16.05 -27.62  -0.01
N 17.63 -18.30 -27.92  -0.17
C 17.22 -19.59 -27.41  -0.06
C 17.99 -18.23 -29.31  -0.05
H 17.21 -17.38 -26.12  0.11
H 16.72 -19.47 -26.45  0.08
H 18.04 -20.32 -27.30  0.08
H 16.50 -20.06 -28.09  0.09
H 18.89 -18.83 -29.47  0.09
H 17.25 -18.64 -30.01  0.09
H 18.16 -17.20 -29.58  0.08
C 13.70 -15.66 -24.03  -0.35
O 13.14 -15.10 -23.09  -0.01
N 13.62 -15.29 -25.33  -0.18
C 12.90 -14.12 -25.73  -0.05
C 14.44 -16.03 -26.29  -0.05
H 14.41 -16.49 -23.89  0.11
H 12.27 -13.73 -24.95  0.08
H 12.20 -14.35 -26.55  0.09
H 13.61 -13.39 -26.15  0.09
H 15.10 -15.25 -26.66  0.08
H 14.96 -16.89 -25.89  0.05
H 13.80 -16.44 -27.08  0.09
C 15.90 -22.31 -25.97  -0.32
O 16.86 -22.83 -25.44  0.01
N 14.61 -22.72 -25.83  -0.18
C 13.51 -22.12 -26.58  -0.05
C 14.23 -23.87 -25.06  -0.06
H 15.85 -21.35 -26.53  0.10
H 12.83 -21.68 -25.84  0.08
H 12.95 -22.92 -27.07  0.08
H 13.76 -21.29 -27.25  0.08
H 15.11 -24.36 -24.64  0.07
H 13.65 -23.58 -24.18  0.09
H 13.62 -24.57 -25.63  0.09
C 18.04 -15.37 -22.44  -0.32
O 18.40 -15.12 -21.31  0.00
N 17.82 -14.36 -23.34  -0.18
C 17.47 -14.61 -24.74  -0.04
C 18.04 -12.99 -22.99  -0.07
H 17.91 -16.36 -22.92  0.10
H 16.78 -13.85 -25.09  0.09
H 17.09 -15.61 -24.91  0.06
H 18.43 -14.54 -25.28  0.07
H 18.78 -12.56 -23.68  0.08
H 17.13 -12.40 -23.17  0.08
H 18.30 -12.88 -21.95  0.08
C 13.29 -18.89 -25.33  -0.32
O 13.05 -19.25 -26.48  -0.04
N 12.38 -18.99 -24.34  -0.17
C 12.67 -18.61 -22.95  -0.04
C 11.00 -19.27 -24.62  -0.06
H 14.24 -18.46 -24.99  0.09
H 12.17 -19.33 -22.29  0.08
H 12.23 -17.64 -22.73  0.08
H 13.75 -18.62 -22.78  0.08
H 10.29 -18.50 -24.32  0.09
H 10.86 -19.59 -25.65  0.08
H 10.75 -20.19 -24.08  0.09
O 15.95 -18.31 -18.41  0.08
C 15.67 -18.32 -19.59  -0.51
O 15.06 -19.37 -20.16  -0.02
C 14.74 -20.46 -19.30  -0.23
C 14.37 -21.67 -20.13  -0.06
C 16.02 -17.20 -20.53  0.04
H 13.81 -20.20 -18.79  0.12
H 15.44 -20.60 -18.48  0.11
H 13.74 -21.38 -20.97  0.07
H 13.86 -22.40 -19.51  0.08
H 15.23 -22.13 -20.62  0.05
H 15.85 -16.22 -20.09  0.10
H 15.49 -17.32 -21.47  0.07
H 17.10 -17.24 -20.71  0.09
O 20.40 -20.43 -18.67  0.09
C 19.24 -20.54 -18.99  -0.53
O 18.22 -20.55 -18.13  -0.03
C 18.47 -20.28 -16.75  -0.20
C 18.88 -18.81 -16.53  -0.06
C 18.83 -20.94 -20.38  0.03
H 19.29 -20.92 -16.43  0.12
H 17.54 -20.49 -16.24  0.12
H 18.13 -18.09 -16.81  0.07
H 19.87 -18.67 -16.96  0.07
H 19.06 -18.80 -15.45  0.07
H 19.26 -20.28 -21.13  0.09
H 17.74 -20.89 -20.38  0.07
H 19.18 -21.96 -20.57  0.08
O 21.92 -21.95 -26.12  0.08
C 21.15 -21.69 -25.23  -0.53
O 20.97 -22.40 -24.12  0.00
C 21.97 -23.27 -23.62  -0.23
C 21.33 -24.35 -22.78  -0.07
C 20.14 -20.56 -25.38  0.02
H 22.67 -22.71 -22.98  0.13
H 22.63 -23.69 -24.39  0.12
H 20.48 -24.80 -23.31  0.08
H 21.02 -23.97 -21.80  0.07
H 22.10 -25.10 -22.56  0.08
H 20.41 -19.95 -26.23  0.08
H 20.18 -19.95 -24.48  0.08
H 19.21 -21.09 -25.61  0.07